<i>
Density functional theory data (wB97M-V/def2-TZVPD) for a molecular structure, C2H5ClFN.

Atoms and positions in Å:
C  0.003  -0.232  0.671
C  -0.771  -0.308  -0.472
H  1.371  0.696  -0.819
H  1.780  0.708  1.398
H  -0.002  -1.261  0.917
H  -0.311  0.853  1.264
H  -0.250  -0.572  -1.392
N  1.475  0.054  0.246
F  -1.985  -1.120  -0.292
Cl  -1.310  1.184  -1.521

Calculated values
HOMO level: -10.2 eV
LUMO energy: 0.270 eV

***

<ii>
Density functional theory data (wB97M-V/def2-TZVPD) for a single C2H5ClFN molecule.

Atoms and positions in Å:
N  2.280  -0.331  -0.006
C  0.948  -0.787  -0.125
C  -0.050  0.210  0.418
F  0.102  1.458  -0.190
Cl  -1.666  -0.325  -0.057
H  2.146  0.215  0.828
H  2.556  0.246  -0.780
H  0.595  -1.065  -1.136
H  0.725  -1.645  0.507
H  0.025  0.443  1.546

Calculated values
HOMO level: -9.9 eV
LUMO energy: 0.974 eV

***

The energy of each structure relative to the most stable one, in kcal/mol, is as follows: <i> 95.4; <ii> 0.0.

***

<i>
Density functional theory data (wB97M-V/def2-TZVPD) for a single CH6N2P2 molecule.

Atoms and positions in Å:
C  0.005  1.644  0.301
N  0.798  -0.919  0.860
N  0.402  -1.512  -0.309
P  -1.486  0.977  -0.101
P  -1.247  -1.586  -0.622
H  0.166  1.925  1.331
H  0.944  1.722  -0.365
H  1.862  -0.883  0.720
H  1.125  -1.351  -1.103
H  -2.109  0.915  1.135
H  -1.067  -2.053  -2.058

Calculated values
HOMO level (alpha / beta): -8.0 / -7.3 eV
LUMO energy (alpha / beta): -0.456 / 0.146 eV

***

<ii>
Density functional theory data (wB97M-V/def2-TZVPD) for a single CH6N2P2 molecule.

Atoms and positions in Å:
C  1.823  -1.532  -0.654
N  1.209  -0.328  -0.052
P  -0.764  -0.133  -0.288
N  -1.187  1.024  0.634
P  -2.492  1.802  1.357
H  1.519  -1.470  -1.783
H  2.941  -1.556  -0.675
H  1.294  -2.377  -0.397
H  1.482  0.078  0.804
H  -3.517  1.372  0.338
H  -2.307  3.120  0.716

Calculated values
HOMO level: -8.5 eV
LUMO energy: -0.242 eV

***

The energy of each structure relative to the most stable one, in kcal/mol, is as follows: <i> 64.2; <ii> 0.0.

***

<i>
Density functional theory data (wB97M-V/def2-TZVPD) for 2 unconnected molecules or ions with the total composition C6H17NO.

Atoms and positions in Å:
C  -2.046  2.291  2.169
C  -1.788  1.941  0.712
C  -0.970  3.013  0.003
N  -1.154  0.636  0.524
H  -2.336  3.338  2.272
H  -2.847  1.691  2.600
H  -1.157  2.147  2.788
H  -2.756  1.878  0.205
H  -0.798  2.721  -1.033
H  -1.511  3.954  0.026
H  -0.009  3.161  0.497
H  -1.776  -0.125  0.763
H  -0.331  0.554  1.116
C  2.476  -3.535  -0.809
C  1.956  -2.370  -1.637
C  0.969  -1.549  -0.838
O  0.445  -0.513  -1.641
H  1.680  -4.260  -0.611
H  3.297  -4.065  -1.284
H  2.828  -3.178  0.155
H  1.454  -2.717  -2.536
H  2.792  -1.742  -1.939
H  1.455  -1.149  0.061
H  0.166  -2.222  -0.496
H  -0.040  0.102  -1.067

Calculated values
HOMO level: -9.6 eV
LUMO energy: 0.888 eV

***

<ii>
Density functional theory data (wB97M-V/def2-TZVPD) for 2 unconnected molecules or ions with the total composition C6H17NO.

Atoms and positions in Å:
C  1.637  1.819  -1.637
C  1.527  0.779  -0.503
C  0.908  -0.558  -0.911
C  -0.603  -0.456  -1.116
C  -1.450  0.281  -0.107
N  -1.467  -0.336  1.249
C  -1.633  -1.829  1.223
H  1.231  2.790  -1.347
H  1.203  1.530  -2.595
H  2.710  1.912  -1.783
H  2.555  0.594  -0.166
H  1.116  1.198  0.421
H  1.406  -0.942  -1.805
H  0.969  -1.363  -0.176
H  -1.056  -1.456  -1.267
H  -0.821  -0.220  -2.180
H  -2.499  0.375  -0.405
H  -1.101  1.316  -0.056
H  -2.285  0.054  1.687
H  -0.862  -2.344  0.679
H  -1.658  -2.056  2.293
H  -2.675  -1.965  0.902
O  0.990  0.450  2.917
H  1.600  -0.095  2.384
H  0.257  0.521  2.301

Calculated values
HOMO level: -9.1 eV
LUMO energy: 0.890 eV

***

<iii>
Density functional theory data (wB97M-V/def2-TZVPD) for 2 unconnected molecules or ions with the total composition C6H17NO.

Atoms and positions in Å:
C  0.119  -1.408  -1.689
C  0.637  0.041  -1.643
N  -0.343  1.006  -1.191
C  -0.308  1.306  0.234
C  -0.611  2.780  0.470
C  -1.339  0.418  1.023
C  -0.651  -0.484  2.067
H  -0.216  -1.669  -0.680
H  0.985  -2.013  -1.927
H  -0.779  -1.491  -2.298
H  0.990  0.238  -2.657
H  1.552  0.044  -1.081
H  -0.227  1.855  -1.727
H  0.689  1.143  0.641
H  -1.659  3.019  0.271
H  -0.463  3.080  1.506
H  0.068  3.420  -0.088
H  -2.007  1.126  1.517
H  -1.858  -0.198  0.297
H  -0.450  0.116  2.958
H  -1.301  -1.323  2.325
H  0.297  -0.858  1.684
O  2.113  -3.039  0.578
H  1.370  -2.578  0.991
H  2.059  -2.878  -0.373

Calculated values
HOMO level: -9.0 eV
LUMO energy: 0.967 eV

***

<iv>
Density functional theory data (wB97M-V/def2-TZVPD) for 2 unconnected molecules or ions with the total composition C6H17NO.

Atoms and positions in Å:
C  0.237  2.083  1.474
C  1.297  1.197  0.851
N  0.654  0.098  -0.100
C  0.186  0.752  -1.315
C  -1.341  0.972  -1.384
C  1.545  -1.107  -0.183
C  0.456  -2.119  -0.575
H  -0.417  2.588  0.727
H  0.461  2.839  2.194
H  -0.463  1.351  1.933
H  2.120  1.789  0.448
H  1.908  0.486  1.581
H  0.440  0.119  -2.235
H  0.510  1.795  -1.229
H  -1.817  0.115  -1.049
H  -1.517  1.064  -2.519
H  -1.768  1.873  -0.899
H  1.808  -1.477  0.827
H  2.523  -0.956  -0.912
H  -0.007  -1.956  -1.588
H  -0.305  -2.154  0.250
H  0.963  -3.071  -0.531
O  -2.369  -1.569  1.161
H  -1.743  -1.002  0.705
H  -2.601  -2.200  0.506

Calculated values
HOMO level: -8.6 eV
LUMO energy: 1.025 eV

***

The energy of each structure relative to the most stable one, in kcal/mol, is as follows: <i> 0.0; <ii> 23.4; <iii> 11.3; <iv> 53.3.